18
Properties=species:S:1:pos:R:3 method="wB97M-V/def2-TZVPD" lumo_ev=0.5 e_above_lowest_kj_mol=69.67 e_tot_ev=-11468.7631
C 0.86 0.03 -2.73
O -0.25 0.71 -2.20
H 0.82 -0.16 -3.81
H 1.83 0.53 -2.65
H 0.98 -0.92 -2.18
H 0.17 1.39 -1.63
O -0.57 -1.36 2.23
H -1.49 -1.08 2.32
H -0.39 -1.91 1.48
O 0.52 2.35 -0.19
H 0.93 1.57 0.22
H 0.97 3.11 0.16
O -2.99 -1.68 1.44
H -3.76 -2.03 1.90
H -3.22 -0.94 0.85
O 1.77 0.43 1.41
H 1.20 -0.04 2.04
H 2.63 -0.02 1.35